{"formula": "C25H30Cl34O2S", "method": "ωB97M-V with the def2-TZVPD basis set", "species": ["C", "C", "C", "C", "C", "S", "C", "O", "C", "Cl", "C", "C", "C", "C", "C", "C", "C", "O", "H", "H", "H", "H", "H", "H", "H", "H", "H", "H", "H", "H", "H", "H", "H", "H", "H", "H", "H", "Cl", "C", "Cl", "Cl", "H", "Cl", "C", "Cl", "Cl", "H", "Cl", "C", "Cl", "Cl", "H", "Cl", "C", "Cl", "Cl", "H", "Cl", "C", "Cl", "Cl", "H", "Cl", "C", "Cl", "Cl", "H", "Cl", "C", "Cl", "Cl", "H", "Cl", "C", "Cl", "Cl", "H", "Cl", "C", "Cl", "Cl", "H", "Cl", "C", "Cl", "Cl", "H", "Cl", "C", "Cl", "Cl", "H"], "positions_angstrom": [[5.0192, -0.8522, -1.0770], [5.4186, 0.4462, -1.7874], [4.8376, 1.7159, -1.1407], [3.3997, 2.0642, -1.4105], [2.8808, 3.2836, -1.2038], [3.8262, 4.6715, -0.6435], [1.4174, 3.5134, -1.4452], [0.9765, 4.5255, -1.9144], [0.5558, 2.3408, -1.0871], [-1.0077, 2.6724, -0.4571], [1.0289, 1.1140, -1.2980], [0.3459, -0.2027, -1.0265], [0.0724, -0.3443, 0.4874], [-0.8727, -0.4247, -1.9559], [-1.9204, -1.4070, -1.4064], [-3.0960, -0.6847, -0.7461], [2.3991, 1.0517, -1.9061], [2.6423, 0.2538, -2.7766], [4.9394, -0.7206, 0.0059], [5.7849, -1.6104, -1.2584], [4.0821, -1.2694, -1.4453], [6.5052, 0.5387, -1.7150], [5.1253, 0.4135, -2.8371], [4.9048, 1.5721, -0.0513], [5.4551, 2.5922, -1.3467], [3.8631, 4.4137, 0.6707], [1.0711, -0.9814, -1.2728], [0.1483, -1.3849, 0.8064], [-0.8860, 0.0734, 0.7909], [0.8345, 0.1976, 1.0567], [-1.3492, 0.5166, -2.2358], [-0.4673, -0.8476, -2.8817], [-1.4537, -2.1575, -0.7654], [-2.3275, -1.9704, -2.2541], [-3.8770, -1.3960, -0.4728], [-2.8139, -0.1454, 0.1594], [-3.5009, 0.0450, -1.4507], [2.0680, 2.7694, 1.8444], [1.7416, 2.9890, 3.5669], [2.1230, 1.5163, 4.4593], [2.6333, 4.3648, 4.2062], [0.6836, 3.1870, 3.6827], [7.8543, 4.4177, -2.5913], [7.5696, 4.7359, -0.8805], [7.9279, 3.3048, 0.0912], [8.5073, 6.1224, -0.3263], [6.5183, 4.9633, -0.7589], [1.8244, -2.3004, 3.3189], [0.5801, -3.4195, 3.8894], [-1.0183, -2.9090, 3.3489], [0.9273, -5.0668, 3.3656], [0.5882, -3.4036, 4.9711], [-6.8343, -1.9898, -2.5369], [-7.2872, -1.6058, -0.8811], [-6.8963, -2.9278, 0.2228], [-6.4908, -0.1264, -0.3386], [-8.3568, -1.4479, -0.8522], [9.0352, -4.2902, -3.9106], [7.4213, -3.6906, -3.5321], [7.0470, -3.9252, -1.8234], [7.2573, -1.9934, -3.9815], [6.7076, -4.2608, -4.1113], [-0.0739, -6.2659, -2.5906], [0.6089, -4.6457, -2.6464], [-0.1965, -3.6797, -3.8773], [0.5817, -3.8319, -1.0641], [1.6496, -4.7405, -2.9257], [-11.1640, -2.0341, -3.8858], [-10.4053, -0.4480, -4.0053], [-10.1018, 0.2295, -2.4006], [-8.9240, -0.5245, -4.9525], [-11.0914, 0.2184, -4.5103], [1.8220, 6.9705, 7.6514], [0.8185, 5.6017, 8.1335], [-0.8781, 5.9044, 7.7582], [1.3768, 4.1175, 7.3635], [0.9083, 5.4808, 9.2046], [-5.7115, -3.2068, 3.7793], [-5.0931, -1.5597, 3.6731], [-4.6746, -0.9394, 5.2709], [-3.7098, -1.4833, 2.5848], [-5.8740, -0.9337, 3.2609], [-5.1550, 2.5658, -0.7235], [-4.3738, 4.1445, -0.8617], [-5.3339, 5.2325, -1.8619], [-4.0821, 4.8422, 0.7325], [-3.4152, 4.0034, -1.3441], [-1.3308, -5.6151, 0.6635], [-2.7479, -6.4101, 1.3468], [-2.3853, -7.1080, 2.9293], [-4.1110, -5.2973, 1.4642], [-3.0265, -7.2174, 0.6827]], "forces_ev_per_angstrom": [[0.2, -0.2, -0.2], [-0.2, 0.2, 0.3], [-0.1, -0.4, 0.2], [0.0, 0.2, 0.0], [0.2, -0.2, 0.3], [0.1, 0.6, -0.4], [0.0, -0.1, -0.1], [-0.1, 0.3, 0.2], [0.2, -0.2, -0.1], [-0.1, 0.1, 0.0], [-0.1, -0.2, 0.1], [-0.2, 0.0, 0.2], [0.3, 0.2, 0.1], [0.3, -0.6, -0.1], [-0.3, 0.3, -0.4], [0.2, -0.3, 0.0], [0.0, 0.2, 0.0], [0.1, -0.2, 0.0], [0.0, 0.1, 0.0], [-0.1, 0.1, 0.1], [-0.1, 0.1, 0.1], [0.0, 0.1, -0.2], [0.2, -0.1, 0.0], [0.0, 0.2, 0.0], [-0.1, -0.1, -0.1], [-0.1, -0.3, 0.0], [0.0, 0.1, -0.1], [-0.2, 0.0, -0.1], [0.0, -0.1, 0.0], [0.0, -0.1, 0.0], [0.0, 0.0, 0.2], [0.0, 0.2, 0.0], [-0.2, 0.2, 0.1], [0.1, 0.0, 0.1], [0.0, 0.1, 0.0], [0.0, 0.0, 0.0], [-0.1, -0.1, 0.1], [0.0, -0.1, 0.0], [0.0, 0.0, 0.1], [0.0, 0.0, 0.0], [0.1, 0.0, -0.2], [0.0, 0.0, 0.0], [0.0, 0.0, 0.0], [0.0, 0.0, 0.0], [0.0, 0.0, 0.0], [0.0, 0.0, 0.0], [0.0, 0.0, 0.0], [0.0, 0.0, 0.0], [0.0, 0.0, -0.1], [0.1, -0.1, 0.1], [0.1, 0.0, 0.0], [0.0, 0.0, 0.0], [0.0, -0.1, 0.1], [0.1, 0.0, 0.1], [0.0, -0.1, 0.0], [-0.3, -0.1, 0.1], [0.0, 0.0, 0.0], [0.0, 0.0, 0.0], [0.0, 0.0, 0.0], [0.0, -0.1, 0.0], [0.0, 0.0, 0.0], [0.0, 0.0, 0.0], [0.0, 0.0, 0.1], [0.2, 0.1, 0.0], [0.0, 0.1, 0.0], [0.2, -0.2, -0.3], [0.0, 0.0, 0.0], [0.0, 0.0, 0.0], [0.0, 0.0, 0.0], [0.0, 0.0, 0.0], [-0.1, 0.1, -0.1], [0.0, 0.0, 0.0], [0.0, 0.0, 0.0], [0.0, 0.0, -0.1], [0.0, 0.0, 0.0], [-0.1, -0.1, 0.1], [0.0, 0.0, 0.0], [0.0, 0.0, 0.1], [0.0, 0.0, 0.0], [0.0, 0.0, 0.0], [-0.2, 0.1, -0.1], [0.0, 0.0, 0.0], [0.1, 0.2, -0.1], [0.0, 0.0, 0.0], [0.0, 0.0, 0.0], [0.0, 0.0, 0.0], [0.0, 0.0, 0.0], [-0.3, -0.1, 0.1], [0.0, 0.0, 0.1], [0.0, 0.0, 0.0], [0.1, 0.0, -0.1], [0.0, 0.0, 0.0]], "mulliken_charge": [-0.587, -0.666, -0.104, 0.522, 0.252, -0.271, 0.019, -0.579, 1.154, -0.007, -0.658, 0.810, -0.973, -0.454, -0.374, -0.675, -0.606, -0.596, 0.316, -0.104, 0.230, 0.382, 0.426, 0.293, -0.227, 0.206, 0.286, -0.035, 0.253, 0.323, 0.387, 0.167, 0.087, 0.409, 0.192, 0.047, 0.305, 0.030, -0.143, -0.105, -0.132, 0.303, -0.143, 0.787, -0.140, -0.145, -0.341, -0.092, -0.181, -0.004, -0.109, 0.349, -0.124, -0.123, -0.066, -0.044, 0.352, -0.126, 0.061, -0.139, -0.096, 0.286, -0.126, -0.045, -0.121, -0.048, 0.315, -0.120, -0.001, -0.108, -0.094, 0.335, -0.122, 0.012, -0.124, -0.074, 0.315, -0.119, -0.063, -0.140, 0.063, 0.275, -0.061, 0.144, -0.136, -0.125, 0.110, 0.012, -0.198, -0.129, -0.042, 0.349], "max_force_ha_per_bohr": 0.015, "smiles": "CCCC1=C(S)C(=O)C(Cl)=C([C@@H](C)CCC)C1=O.ClC(Cl)Cl.ClC(Cl)Cl.ClC(Cl)Cl.ClC(Cl)Cl.ClC(Cl)Cl.ClC(Cl)Cl.ClC(Cl)Cl.ClC(Cl)Cl.ClC(Cl)Cl.ClC(Cl)Cl.ClC(Cl)Cl", "total_energy_ev": -467102.9415}